# 1
Entry from OMol25: 2 unconnected molecules or ions with the total composition C10H16O at a distorted geometry (ωB97M-V/def2-TZVPD).

Structure (XYZ):
```
27
Properties=species:S:1:pos:R:3:mulliken_charge:R:1
C 1.220 -0.611 -2.753 -1.31
C 0.286 -0.992 -1.639 0.39
C 0.301 -0.336 -0.409 -0.31
C -0.330 -0.890 0.697 -0.44
C -1.235 -1.929 0.503 0.83
O -1.926 -2.359 1.605 -0.53
C -1.416 -2.473 -0.758 -0.63
C -0.670 -1.984 -1.824 -0.57
H 2.204 -1.042 -2.578 0.29
H 1.318 0.475 -2.839 0.33
H 0.884 -0.988 -3.718 0.36
H 1.019 0.476 -0.299 0.39
H -0.325 -0.289 1.599 0.28
H -2.403 -3.168 1.403 0.30
H -2.251 -3.148 -0.898 0.29
H -0.804 -2.375 -2.826 0.30
C -0.071 2.694 1.993 -0.89
C 1.312 3.346 1.797 -0.32
C 1.748 3.481 0.312 -0.94
H -0.805 3.454 2.245 0.36
H -0.403 2.135 1.116 0.20
H 0.058 1.898 2.733 0.22
H 2.097 2.838 2.359 0.30
H 1.299 4.364 2.204 0.32
H 1.472 4.474 -0.064 0.33
H 1.255 2.771 -0.343 0.19
H 2.832 3.410 0.244 0.27
```

Its spin multiplicity is 1. The calculated total energy is -12676.564 eV. Its SMILES is Cc1ccc(O)cc1.CCC. For the highest occupied orbital energy, the calculation gives -8.38 eV. Its charge is 0. The calculation puts the HOMO-LUMO gap at 0.3411 Eh. As for the lowest unoccupied orbital energy: 0.9 eV. For the energy above the lowest of the compared OMol25 structures with the same formula, charge and spin, the calculation gives 112.0 kJ/mol.


# 2
Entry from OMol25: 2 unconnected molecules or ions with the total composition C10H16O at a distorted geometry (ωB97M-V/def2-TZVPD).

Structure (XYZ):
```
27
Properties=species:S:1:pos:R:3:mulliken_charge:R:1
C 1.752 1.778 -1.137 -1.29
C 0.679 0.732 -1.200 0.47
C -0.660 1.053 -1.255 -0.39
C -1.641 0.072 -1.397 -0.57
C -1.244 -1.249 -1.402 0.65
O -2.143 -2.290 -1.451 -0.56
C 0.107 -1.591 -1.414 -0.59
C 1.058 -0.599 -1.319 -0.34
H 1.821 2.540 -1.920 0.38
H 2.731 1.294 -1.099 0.32
H 1.728 2.312 -0.184 0.24
H -0.957 2.099 -1.202 0.38
H -2.699 0.272 -1.513 0.36
H -2.944 -2.040 -0.983 0.30
H 0.282 -2.659 -1.538 0.38
H 2.108 -0.834 -1.474 0.26
C 1.105 1.512 2.208 -0.91
C 0.464 0.794 3.384 -0.30
C 0.131 -0.666 3.126 -1.05
H 1.946 2.157 2.453 0.37
H 0.428 2.158 1.653 0.25
H 1.524 0.755 1.549 0.20
H 1.029 0.877 4.313 0.32
H -0.451 1.302 3.730 0.28
H -0.092 -0.923 2.091 0.20
H 0.968 -1.337 3.378 0.28
H -0.708 -1.028 3.732 0.35
```

Its spin multiplicity is 1. The calculated total energy is -12676.644 eV. Its SMILES is Cc1ccc(O)cc1.CCC. For the highest occupied orbital energy, the calculation gives -8.53 eV. Its charge is 0. The calculation puts the HOMO-LUMO gap at 0.3444 Eh. As for the lowest unoccupied orbital energy: 0.8 eV. For the energy above the lowest of the compared OMol25 structures with the same formula, charge and spin, the calculation gives 104.3 kJ/mol.


# 3
Entry from OMol25: 2 unconnected molecules or ions with the total composition C10H16O at a distorted geometry (ωB97M-V/def2-TZVPD).

Structure (XYZ):
```
27
Properties=species:S:1:pos:R:3:mulliken_charge:R:1
C -1.086 2.624 0.526 -1.19
C -1.165 1.210 1.066 0.39
C -1.764 0.215 0.043 -0.52
C -1.913 -1.067 0.410 -0.30
C -1.436 -1.521 1.722 0.26
O -1.655 -2.815 2.036 -0.56
C -0.874 -0.607 2.647 -0.42
C -0.721 0.710 2.256 -0.35
H -1.732 3.333 0.971 0.37
H -1.369 2.630 -0.611 0.27
H 0.006 2.885 0.351 0.25
H -1.957 0.624 -0.958 0.24
H -2.394 -1.736 -0.359 0.30
H -0.732 -3.170 2.270 0.36
H -0.730 -0.906 3.659 0.46
H -0.274 1.327 2.994 0.43
C 2.629 0.319 -1.062 -0.85
C 2.227 -0.920 -1.898 -0.19
C 0.795 -0.692 -2.342 -0.79
H 3.503 0.356 -0.412 0.38
H 2.827 1.325 -1.629 0.26
H 1.796 0.628 -0.286 0.03
H 2.760 -1.020 -2.798 0.27
H 2.216 -1.818 -1.344 0.27
H 0.308 -1.442 -3.013 0.38
H 0.032 -0.798 -1.526 -0.10
H 0.704 0.326 -2.713 0.34
```

Its spin multiplicity is 1. The calculated total energy is -12675.037 eV. Its SMILES is Cc1ccc(O)cc1.CCC. For the highest occupied orbital energy, the calculation gives -8.31 eV. Its charge is 0. The calculation puts the HOMO-LUMO gap at 0.3325 Eh. As for the lowest unoccupied orbital energy: 0.7 eV. For the energy above the lowest of the compared OMol25 structures with the same formula, charge and spin, the calculation gives 259.4 kJ/mol.


# 4
Entry from OMol25: 2 unconnected molecules or ions with the total composition C10H16O at a distorted geometry (ωB97M-V/def2-TZVPD).

Structure (XYZ):
```
27
Properties=species:S:1:pos:R:3:mulliken_charge:R:1
C -2.105 0.503 1.683 0.63
C -2.767 0.313 3.043 -1.35
C -2.960 -0.201 0.613 -1.39
H -1.123 0.055 1.680 -0.19
H -2.109 1.560 1.408 0.19
H -3.340 -0.604 3.109 0.34
H -2.031 0.336 3.845 0.39
H -2.850 0.143 -0.417 0.35
H -4.027 -0.044 0.813 0.39
H -3.465 1.117 3.288 0.31
H -2.849 -1.285 0.640 0.35
C 2.991 -2.264 -1.254 -1.48
C 1.106 1.498 -1.295 0.73
C 0.932 0.678 -0.145 -0.27
C 1.729 1.052 -2.492 -0.56
C 1.543 -0.542 -0.094 -0.77
C 2.324 -0.171 -2.417 -0.50
C 2.272 -0.956 -1.236 0.85
O 0.606 2.722 -1.321 -0.41
H 0.482 1.122 0.713 0.58
H 0.167 2.940 -0.480 0.34
H 1.741 1.640 -3.401 0.47
H 1.455 -1.146 0.792 0.40
H 2.778 -0.641 -3.289 0.43
H 2.525 -2.948 -1.970 0.37
H 2.942 -2.778 -0.309 0.40
H 4.033 -2.099 -1.508 0.39
```

Its spin multiplicity is 2. The calculated total energy is -12668.854 eV. For the highest occupied orbital energy (spin up / spin down), the calculation gives -14.04 / -14.36 eV. Its charge is +1. The calculation puts the HOMO-LUMO gap (spin up / spin down) at 0.3790 / 0.2539 Eh. As for the lowest unoccupied orbital energy (spin up / spin down): -3.7 / -7.5 eV. Its expectation value of S² is 0.7672. For the energy above the lowest of the compared OMol25 structures with the same formula, charge and spin, the calculation gives 31.3 kJ/mol.


# 5
Entry from OMol25: 2 unconnected molecules or ions with the total composition C10H16O at a distorted geometry (ωB97M-V/def2-TZVPD).

Structure (XYZ):
```
27
Properties=species:S:1:pos:R:3:mulliken_charge:R:1
C -1.818 1.334 0.931 -0.06
C -1.110 2.655 0.664 -1.14
C -1.858 0.465 -0.301 -0.70
H -2.817 1.527 1.252 0.38
H -1.197 0.848 1.787 0.10
H -1.692 3.240 -0.085 0.31
H -0.971 3.308 1.478 0.39
H -2.240 1.076 -1.229 0.37
H -2.491 -0.476 -0.302 0.28
H -0.083 2.370 0.380 0.16
H -0.813 0.213 -0.518 -0.06
C 0.041 -2.457 1.559 -1.23
C 1.517 -0.666 0.804 -0.43
C 0.517 -1.622 0.340 0.75
C 2.193 0.150 -0.083 -0.70
C 0.303 -1.842 -1.017 -0.67
C 1.967 0.039 -1.526 0.60
C 1.052 -1.000 -1.907 -0.16
O 2.711 0.827 -2.263 -0.45
H 1.524 -0.672 1.825 0.55
H 2.966 0.816 0.103 0.52
H 0.632 -2.628 2.471 0.39
H -0.440 -3.442 1.210 0.31
H -0.231 -2.646 -1.292 0.61
H 0.959 -0.912 -3.081 0.20
H 2.214 1.229 -3.063 0.41
H -0.835 -1.734 1.861 0.30
```

Its spin multiplicity is 2. The calculated total energy is -12666.672 eV. For the highest occupied orbital energy (spin up / spin down), the calculation gives -14.04 / -14.27 eV. Its charge is +1. The calculation puts the HOMO-LUMO gap (spin up / spin down) at 0.3733 / 0.2430 Eh. As for the lowest unoccupied orbital energy (spin up / spin down): -3.9 / -7.7 eV. Its expectation value of S² is 0.7668. For the energy above the lowest of the compared OMol25 structures with the same formula, charge and spin, the calculation gives 241.9 kJ/mol.


# 6
Entry from OMol25: 2 unconnected molecules or ions with the total composition C10H16S at a distorted geometry (ωB97M-V/def2-TZVPD).

Structure (XYZ):
```
27
Properties=species:S:1:pos:R:3:mulliken_charge:R:1
C -3.282 -0.584 3.264 -1.34
C -1.897 -0.254 2.683 0.84
C -1.620 0.969 2.082 -0.40
C -0.254 1.437 2.053 -0.55
C 0.769 0.618 2.475 -0.50
C 0.484 -0.712 2.953 -0.35
C -0.838 -1.166 3.078 -0.63
H -3.370 -1.481 3.875 0.35
H -3.993 -0.704 2.494 0.36
H -3.716 0.175 3.940 0.29
H -2.483 1.573 1.776 0.37
H -0.075 2.344 1.583 0.44
H 1.766 0.875 2.423 0.46
H 1.369 -1.283 3.311 0.31
H -0.868 -2.204 3.159 0.35
C 0.938 1.665 -3.477 -0.82
C 0.466 0.102 -3.569 -0.54
S 1.180 -1.077 -2.346 -0.06
C 2.720 -1.408 -3.220 -0.82
H 2.034 1.739 -3.195 0.25
H 0.343 2.072 -2.705 0.28
H 0.778 2.082 -4.521 0.27
H -0.601 0.016 -3.398 0.36
H 0.809 -0.263 -4.569 0.28
H 2.528 -1.891 -4.190 0.28
H 3.357 -0.480 -3.276 0.25
H 3.455 -2.160 -2.683 0.27
```

Its spin multiplicity is 1. The calculated total energy is -21463.128 eV. Its SMILES is Cc1ccccc1.CCSC. For the highest occupied orbital energy, the calculation gives -8.41 eV. Its charge is 0. The calculation puts the HOMO-LUMO gap at 0.3437 Eh. As for the lowest unoccupied orbital energy: 0.9 eV. For the energy above the lowest of the compared OMol25 structures with the same formula, charge and spin, the calculation gives 166.1 kJ/mol.